A gas-phase ion, C6H11N4 (charge +1). Source: OMol25; level of theory: ωB97M-V with the def2-TZVPD basis set.

```
21
Properties=species:S:1:pos:R:3:forces:R:3
C 2.353 -0.799 -0.176 -0.3823 -3.6533 0.5867
C 1.752 1.267 0.085 -1.5356 2.5881 0.3149
C 1.013 -0.782 0.221 1.2707 -2.8661 -1.2739
C -0.732 0.969 0.391 -1.7202 -0.2285 -0.4160
C -0.005 -1.866 0.369 -1.9895 -0.3424 0.6708
C -1.646 -1.162 -0.167 4.1191 -3.6024 -0.9598
N 0.690 0.508 0.360 -0.8769 2.0573 0.2370
N 2.735 0.467 -0.213 1.6967 2.1667 0.0740
N -0.810 2.363 0.015 0.9865 -0.2911 0.6497
N -1.439 0.130 -0.543 -0.1566 1.3065 -1.9857
H 3.054 -1.673 -0.338 -1.1419 1.3898 0.1905
H 1.770 2.387 0.026 -0.0624 -1.4856 0.3497
H -1.279 0.731 1.411 1.6358 0.8732 -1.6732
H 0.193 -2.878 -0.120 0.1023 1.7427 0.4570
H -0.089 -2.065 1.487 -0.1905 0.1415 -1.3230
H -2.026 -1.884 -0.950 0.1780 1.2193 1.1105
H -2.129 -1.066 0.705 -2.3211 -1.0368 3.2236
H 3.641 0.911 -0.197 0.5363 -0.7329 -0.5753
H -1.727 2.686 0.199 -0.9799 0.3968 0.6506
H -0.683 2.608 -0.966 0.3668 -0.7950 0.0385
H -1.092 0.082 -1.486 0.4647 1.1524 -0.3467
```
Positions in Å, forces in eV/Å.

structure (SMILES)	N[C@H]1NCCc2c[nH+]cn21
E	-453.9700	a.u.
molecular weight	139.18	g mol⁻¹
lowest unoccupied orbital energy	-2.71	eV
charge	+1



A molecular structure, C6H11NO. Source: OMol25; level of theory: ωB97M-V with the def2-TZVPD basis set.

```
19
Properties=species:S:1:pos:R:3:forces:R:3
C 0.138 1.107 0.980 -1.2889 0.9662 -0.3648
C -0.069 0.462 -0.340 4.1623 0.4699 1.5108
C 1.172 -0.154 -0.963 -0.2329 -1.0062 -1.5879
N 2.182 -0.919 -0.143 -3.5544 -0.1414 2.4456
C 1.186 -1.715 0.298 3.0862 0.5442 -0.5341
C -1.143 0.815 -1.130 -3.2207 0.0702 -1.1926
C -1.650 0.543 -2.403 0.5904 0.3396 3.2463
H 0.357 0.502 1.878 -0.2941 -0.4072 -0.1317
H -0.803 1.628 1.210 0.4469 -0.1688 0.3733
H 0.948 1.877 0.949 -0.1399 -0.6890 -0.4156
H 0.752 -0.766 -1.788 0.6814 0.3445 -0.4236
H 0.753 -1.750 1.301 0.6303 -0.5565 0.4122
H 0.867 -2.415 -0.469 -1.4784 0.0783 -0.2062
H -2.601 1.048 -2.487 -0.0308 -0.1237 -0.8803
H -1.838 1.384 -0.503 0.0710 0.2224 -0.5458
H -1.323 -0.188 -3.111 0.4004 -0.0219 -0.3657
H 1.771 0.710 -1.252 -0.1212 0.1732 -0.6329
H -1.850 -0.601 3.545 0.2165 0.0191 0.1426
O -1.319 -0.135 2.889 0.0760 -0.1128 -0.8495
```
Positions in Å, forces in eV/Å.

E	-364.8531	a.u.
molecular weight	113.16	g mol⁻¹
lowest unoccupied orbital energy	-3.09	eV



C6H11NO in the gas phase. Source: OMol25; level of theory: ωB97M-V with the def2-TZVPD basis set.

```
19
Properties=species:S:1:pos:R:3:forces:R:3
C -2.080 0.587 0.083 -1.2812 -0.2386 1.1346
C -0.671 1.100 -0.329 -1.1987 -0.0295 -0.1057
C 0.178 -0.151 -0.008 -0.7693 0.6607 -1.3628
C 1.292 0.045 1.020 -1.9052 -0.4690 1.5799
C 1.347 -0.396 -1.053 -2.8283 2.0542 -0.3070
C -0.793 -1.287 0.161 -0.7525 -1.1296 -0.0580
H -3.026 0.827 -0.427 0.7409 1.1788 -0.1256
H -2.227 0.833 1.164 0.0026 -0.3935 -0.4681
H -0.753 1.273 -1.396 0.4795 -0.0379 -0.3689
H -0.316 2.078 0.127 -0.6081 -1.3709 -0.1975
H 1.301 1.001 1.543 -0.0199 0.2191 -0.0547
H 1.366 -0.740 1.765 -0.2827 -0.2274 0.4874
H 2.860 0.650 -0.010 -0.2795 -1.1421 -0.8898
H 1.349 0.367 -1.839 -0.0036 -0.4605 -0.2930
H 1.378 -1.387 -1.377 0.1270 -1.5962 -1.1398
H -0.459 -2.152 -0.464 -0.8072 0.6170 0.1873
H -0.797 -1.656 1.181 0.0905 -0.0130 0.4479
N 2.202 -0.149 -0.006 6.7600 1.9116 1.4492
O -2.153 -0.843 -0.135 2.5358 0.4668 0.0847
```
Positions in Å, forces in eV/Å.

structure (SMILES)	C1CC2(CNC2)CO1
E	-365.1193	a.u.
molecular weight	113.16	g mol⁻¹
lowest unoccupied orbital energy	0.85	eV



C6H11NO in the gas phase. Source: OMol25; level of theory: ωB97M-V with the def2-TZVPD basis set.

```
19
Properties=species:S:1:pos:R:3:forces:R:3
C 2.475 -0.484 0.181 2.3654 0.9850 -1.6992
C 1.287 0.070 -0.430 -1.4709 1.2192 -2.5028
C 0.118 -0.852 -0.540 -2.6022 0.5595 -2.1863
C -2.129 -0.451 -0.012 0.8131 -1.6810 -0.6440
C -1.144 -0.081 1.121 -0.7378 4.5808 -0.8434
C 0.027 0.505 0.261 0.0617 -0.5148 1.6514
H 2.120 -1.396 0.610 0.8252 -0.6077 1.0266
H 3.157 -0.670 -0.733 -0.5477 -0.1887 1.7941
H 2.944 0.320 0.828 -0.3944 -1.4603 -0.3530
H 1.369 0.789 -1.338 0.4025 -1.3803 1.8845
H 0.175 -1.807 0.020 0.0416 0.9151 -0.0167
H -2.816 -1.285 0.279 0.9376 0.0075 -0.4021
H -2.824 0.299 -0.336 0.0719 0.8938 -0.1107
H -0.928 -0.883 1.763 0.2622 -0.6977 1.0388
H -1.602 0.882 1.521 0.4689 -1.5610 0.7337
H -1.022 1.609 -1.222 1.7123 0.5833 1.6399
H 0.401 2.460 -0.414 -1.8007 -1.7625 -0.3849
N -0.376 1.728 -0.370 -1.3122 0.8789 -1.3503
O -1.232 -0.752 -1.190 0.9035 -0.7692 0.7244
```
Positions in Å, forces in eV/Å.

structure (SMILES)	C[C@H]1[C@@H]2OCC[C@@]12N
E	-365.0107	a.u.
molecular weight	113.16	g mol⁻¹
lowest unoccupied orbital energy	1.04	eV